A cluster of 2 separate species, C2H6ClFN2 in total in a non-equilibrium geometry, computed with wB97M-V/def2-TZVPD.

As for the HOMO energy (spin up / spin down): -8.07 / -8.06 eV. Its energy above the lowest of the compared OMol25 structures with the same formula, charge and spin is 2.608 eV. The HOMO-LUMO gap (spin up / spin down) comes out at 0.323 / 0.323 hartree. Its charge is 0. Its total energy is -20386.961 eV.

Last column: Mulliken charge in e.
Positions of all 12 atoms, in Å:
Cl  -2.249  0.547  0.282  -0.050
F  1.099  -0.440  1.693  -0.206
N  -0.813  -0.262  0.611  0.036
N  1.268  1.780  0.026  -0.663
C  0.129  0.383  1.366  -0.037
C  -0.549  -1.464  -0.132  -0.766
H  -1.168  -2.199  0.198  0.341
H  1.740  0.940  -0.524  0.191
H  -0.836  -1.207  -1.137  0.261
H  -0.227  0.982  2.120  0.380
H  0.590  -1.689  0.009  0.310
H  1.915  2.070  0.820  0.202